Entry 1:
Density functional theory data (the ωB97M-V functional and the def2-TZVPD basis) for a gas-phase ion, C7H12O (charge +1) at a distorted geometry.

Element x y z (Å)
C (-0.97424, -1.63126, 1.21430)
H (-0.00063, -1.90146, 1.01141)
H (-2.45736, -0.18210, 1.16490)
H (1.34111, -0.45550, -1.94722)
H (-1.67507, -3.20275, 2.14022)
H (2.77062, 0.74388, 0.10510)
H (2.96447, 2.40362, -0.25023)
O (-1.96640, -2.42746, 1.62574)
C (0.27597, -0.32413, -1.70124)
H (0.91063, 2.89881, -0.97707)
H (1.21212, 1.76624, -2.22574)
H (-0.57678, 1.50361, 1.24132)
C (-1.34576, -0.30157, 1.04660)
C (2.70189, 1.53178, -0.69186)
C (1.16843, 1.80254, -1.06786)
H (-0.13758, -1.16735, -1.37210)
H (3.19188, 1.33128, -1.61641)
C (-0.58085, 0.78866, 0.47750)
H (-0.44420, -0.01478, -2.51202)
C (0.19323, 0.75001, -0.57210)

Properties
- lowest unoccupied orbital energy (spin up / spin down) (eV) = -4.0 / -7.7
- ΔE to the lowest compared entry with this formula, charge and spin (kcal per mole) = 23.3
- F_max (Eh/bohr) = 0.1211
- HOMO-LUMO gap (spin up / spin down) (eV) = 10.15 / 6.82
- expectation value of S² = 0.7622
- total charge = +1
- spin multiplicity = 2
- HOMO (spin up / spin down) (eV) = -14.18 / -14.50


Entry 2:
Density functional theory data (the ωB97M-V functional and the def2-TZVPD basis) for 3 unconnected molecules or ions with the total composition C24H32N7O5PS at a distorted geometry.

Element x y z (Å)
H (0.52680, -2.92362, -6.27474)
H (0.59083, -0.04653, 2.10948)
C (-0.00843, 2.25959, -0.76388)
C (0.75278, -1.16089, 2.32351)
H (-1.89661, -3.08466, -5.69647)
C (-1.07520, -4.89447, 2.13471)
C (0.57810, -0.34966, -1.15198)
C (-2.01354, -1.00443, -5.16467)
H (1.15533, -1.05877, -1.86804)
H (4.00402, 3.38984, 2.39172)
C (-0.40606, -7.19305, 2.09874)
O (-2.06560, -0.51079, 1.27029)
C (0.62670, -0.82968, -5.79228)
N (1.21946, 5.56028, 1.30043)
C (0.34679, 1.09966, -1.80508)
N (-1.24377, 5.64026, 2.24543)
H (-0.85082, -3.83756, 2.22582)
H (2.08312, -1.67750, 4.04210)
S (0.23304, 6.51314, 2.35324)
O (-4.53803, 2.24451, 0.94056)
H (0.95721, -5.55358, 2.38490)
H (-1.65800, -0.53428, -1.25358)
P (-3.75803, 3.43748, 1.51483)
C (-1.02599, 4.55481, 1.32947)
H (1.22565, -0.21595, -0.21796)
C (0.95695, -1.47433, 3.89664)
H (-0.83960, -2.19861, -1.21138)
H (3.48024, 0.87765, 1.39084)
H (3.56702, 0.75097, -0.31784)
N (-2.72519, -6.61765, 1.80330)
C (-2.37594, -5.32622, 1.92788)
H (-5.36301, 4.88930, 1.69988)
C (-0.11056, 0.25292, -5.34027)
C (-1.08817, -1.17837, 0.80328)
C (0.99975, 3.33829, -0.25405)
C (2.55050, 3.33228, -0.72604)
H (0.62794, -0.51792, 4.46235)
H (2.89805, 4.37403, -1.06143)
H (0.35032, -7.96572, 2.16290)
C (-1.73579, -7.52210, 1.88998)
H (-2.04525, -8.55700, 1.78412)
H (-4.48024, 2.82021, 3.55801)
H (2.66651, 2.64883, -1.65712)
N (4.94908, 2.82153, 0.11626)
C (3.49607, 2.71199, 0.45760)
O (-3.67758, 3.30305, 3.23600)
H (-2.31470, 1.56228, -0.51025)
H (2.43407, 2.71447, 2.28126)
H (1.69929, -1.49869, 1.73998)
C (-1.50892, 2.31813, -0.20371)
H (5.50192, 3.25360, 0.87013)
C (-0.01655, -2.05230, -5.92506)
H (-3.19485, -4.61720, 1.85610)
N (-1.41510, 0.19006, -5.02548)
H (0.34788, 1.22905, -5.21673)
H (-0.57755, 0.99796, -2.50255)
C (-0.07344, -5.85120, 2.22201)
C (-1.98680, 3.41182, 0.81649)
N (3.13705, 1.23109, 0.48623)
H (1.23632, 1.38109, -2.46858)
H (0.30548, -2.37250, 4.19744)
C (0.44107, 4.44614, 0.74932)
H (5.37555, 1.89674, -0.05386)
C (-0.79536, -1.13507, -0.77916)
O (-4.52698, 4.91725, 1.16515)
H (1.67680, -0.72030, -6.03393)
O (-0.34780, -1.96417, 1.74417)
C (-1.36368, -2.14632, -5.60515)
H (-3.06744, -1.02616, -4.90570)
N (3.17294, 3.24693, 1.80438)

Properties
- lowest unoccupied orbital energy (eV) = -1.3
- F_max (Eh/bohr) = 0.1059
- HOMO-LUMO gap (eV) = 7.24
- structure (SMILES) = CCOC(=O)CCCc1cc(P(=O)(O)O)c2nsnc2c1CC(N)(N)N.c1ccncc1.c1ccncc1
- HOMO (eV) = -8.53